# 1
{
  "formula": "C4H8AlO7P",
  "method": "ωB97M-V/def2-TZVPD",
  "symbols": ["Al", "P", "O", "O", "O", "O", "C", "C", "O", "C", "O", "O", "C", "H", "H", "H", "H", "H", "H", "H", "H"],
  "positions_angstrom": [[1.35128, -0.62934, -1.43470], [1.21890, 1.28277, -2.68480], [0.33235, 1.33034, -1.37664], [1.07146, 2.50295, -3.59263], [0.77318, -0.04659, -3.36886], [2.55897, 0.93235, -2.17156], [-0.32853, 2.17250, 0.61175], [-1.55441, 1.15795, 0.78775], [-1.35600, -0.14019, 1.40653], [-0.48336, -1.11087, 0.94383], [0.05554, -1.13001, -0.21059], [-0.32328, -2.00139, 1.89116], [0.25278, -3.29585, 1.67313], [0.36869, 1.91879, -0.18676], [0.22207, 2.16133, 1.55239], [-0.89209, 3.04064, 0.26996], [-2.04388, 1.13719, -0.18594], [-2.30898, 1.71727, 1.34080], [-0.15309, -3.99988, 2.39956], [1.33704, -3.23325, 1.58058], [-0.09865, -3.76670, 0.75503]],
  "mulliken_charge": [0.53, 0.82, -0.11, -0.80, -0.47, -0.45, -1.08, -0.34, -0.27, 0.83, -0.34, -0.26, -0.69, 0.31, 0.34, 0.35, 0.34, 0.36, 0.28, 0.30, 0.34],
  "e_above_lowest_ev": 0.0000
}

=====

# 2
{
  "formula": "C4H8B2F8KO3",
  "method": "ωB97M-V/def2-TZVPD",
  "symbols": ["K", "B", "F", "F", "F", "F", "B", "F", "F", "F", "F", "C", "C", "O", "C", "O", "O", "C", "H", "H", "H", "H", "H", "H", "H", "H"],
  "positions_angstrom": [[-10.93490, 5.65558, -15.14174], [-11.34895, 5.25285, -17.36534], [-11.09360, 6.61733, -17.21962], [-10.13575, 4.72536, -16.99864], [-12.36322, 4.87804, -16.52168], [-11.68121, 4.78143, -18.57251], [-11.44825, 4.61714, -13.11809], [-10.51547, 4.04323, -13.91418], [-11.08551, 5.85377, -12.68318], [-12.50136, 4.83240, -13.93531], [-11.76942, 3.68463, -12.12233], [-9.72543, 9.66918, -17.41341], [-10.31239, 8.45136, -16.73152], [-11.30829, 8.98967, -15.90745], [-11.87414, 8.29724, -14.98835], [-11.57042, 7.20630, -14.54406], [-13.00217, 8.96109, -14.60593], [-13.81490, 8.40777, -13.48309], [-10.49261, 10.38635, -17.70529], [-9.17748, 9.34680, -18.29881], [-8.96202, 10.13103, -16.78732], [-9.51164, 7.88612, -16.25463], [-10.88606, 7.82329, -17.41308], [-13.65986, 7.33766, -13.34556], [-14.87423, 8.61721, -13.63156], [-13.60386, 8.94224, -12.55686]],
  "mulliken_charge": [0.94, -0.19, 0.23, -0.36, -0.30, -0.38, 0.55, -0.34, -0.35, -0.29, -0.41, -1.46, 0.31, -0.31, 0.85, -0.58, -0.38, -0.58, 0.34, 0.37, 0.35, 0.06, 0.18, 0.26, 0.25, 0.25],
  "total_charge": -1
}

=====

# 3
{
  "formula": "C4H8BN2PdS6Sb",
  "method": "ωB97M-V/def2-TZVPD",
  "symbols": ["Pd", "S", "Sb", "S", "S", "S", "S", "C", "N", "C", "C", "S", "H", "H", "H", "H", "H", "B", "C", "N", "H", "H", "H"],
  "positions_angstrom": [[0.42925, -1.39240, 0.76339], [0.82391, -2.22006, 2.95957], [-0.69784, -0.60285, 3.46087], [-0.80538, 0.19473, -0.37571], [-1.53613, 0.92420, 1.34617], [-0.01602, 1.61972, 2.62266], [2.30927, 0.07950, 0.41898], [2.44390, -1.10804, -0.82391], [2.05111, -0.98027, -2.07897], [1.86704, -2.24344, -2.80803], [2.87479, -3.22030, -2.20520], [3.10642, -2.66210, -0.49152], [1.54113, -0.14411, -2.33174], [2.03608, -2.09108, -3.87143], [0.84659, -2.60259, -2.64712], [3.83666, -3.18867, -2.71402], [2.47793, -4.23302, -2.19528], [-0.18795, -5.20873, -1.01800], [-0.63017, -3.87682, -0.27946], [-0.90669, -2.83182, 0.14423], [-0.90612, -6.12094, -0.69451], [-0.24748, -4.95375, -2.20944], [0.96684, -5.39298, -0.67208]],
  "mulliken_charge": [0.40, -0.46, 0.68, -0.18, 0.00, -0.26, -0.14, 0.11, -0.18, -0.59, -0.43, 0.00, 0.33, 0.34, 0.23, 0.40, 0.29, 0.07, 0.45, -0.65, -0.12, -0.14, -0.15],
  "e_above_lowest_ev": 0.0000
}

=====

What did we get for gap between HOMO and LUMO? Answer: 4.8, 9.5, 6.9 eV, in the order shown.
What did we get for E? Answer: -1267.6611, -1831.8128, -3048.8556 hartree, in the order shown.
What did we get for HOMO level? Answer: -8.384, -6.980, -8.795 eV, in the order shown.